# 1
{"formula": "C15H27O11P", "method": "ωB97M-V/def2-TZVPD", "e_tot_ev": -47804.70840, "spin_multiplicity": 1, "gap_ev": 8.7, "homo_energy_ev": -8.12, "species": ["P", "O", "O", "O", "O", "O", "O", "O", "O", "O", "O", "O", "C", "C", "C", "C", "C", "C", "C", "C", "C", "C", "C", "C", "C", "C", "C", "H", "H", "H", "H", "H", "H", "H", "H", "H", "H", "H", "H", "H", "H", "H", "H", "H", "H", "H", "H", "H", "H", "H", "H", "H", "H", "H"], "xyz": [[-4.3079, -0.7975, -1.2459], [-4.0935, -3.1107, 1.7607], [2.2300, -2.7920, 0.7336], [4.6039, 1.8249, 0.5880], [3.4366, 2.5778, -1.1784], [-5.1688, -4.8959, 2.5366], [2.0125, -1.0693, -0.6418], [-0.7470, 1.2532, -1.2055], [-5.5223, 0.2526, -0.7906], [-6.2626, -3.4286, 1.2205], [0.1750, -2.0172, 0.2263], [4.4193, 4.0347, 0.1759], [3.5318, -2.5545, 0.1659], [-3.7846, -5.0848, 2.8420], [4.2882, -0.6940, -1.4587], [-2.8113, 0.0557, -0.5880], [-1.7698, -3.5341, 2.4540], [-2.1434, 1.1227, -1.4758], [-5.2748, -3.7729, 1.7789], [3.4219, -1.1159, -0.2932], [3.9841, 4.7947, -0.9773], [-3.2448, -3.6723, 2.7876], [4.2000, 2.7293, -0.0753], [-2.7981, 2.4887, -1.2841], [1.3645, -1.9644, 0.1139], [3.5232, 6.1872, -0.5850], [2.9205, 3.8686, -1.5309], [-0.4369, 0.4585, -0.7688], [4.0674, 6.9500, -1.1385], [-3.6820, -5.5606, 3.8142], [2.4612, 6.3281, -0.7874], [3.6956, 6.3541, 0.4765], [-3.3369, -5.7166, 2.0707], [2.7890, 3.9354, -2.6073], [-3.4829, -3.1440, 3.7144], [3.5576, -0.4335, 0.5459], [-2.0931, -0.7111, -0.2812], [4.8354, 4.8401, -1.6601], [3.6706, -3.2435, -0.6704], [-3.8629, 2.4107, -1.5359], [3.6587, -0.3716, -2.2862], [4.9327, -1.5021, -1.8105], [-1.2984, -4.5085, 2.3187], [-2.2681, 0.8408, -2.5301], [-5.2701, 0.7638, -0.0208], [1.9585, 4.0009, -1.0311], [-1.2394, -3.0265, 3.2584], [-1.6213, -2.9577, 1.5448], [-2.7277, 2.7834, -0.2298], [4.9255, 0.1370, -1.1771], [-3.1460, 0.5502, 0.3376], [-4.2401, -0.3901, -2.6066], [4.2995, -2.7225, 0.9158], [-2.3285, 3.2495, -1.9089]], "atomic_forces_ev_per_a": [[-0.4, -0.5, 0.2], [0.0, 0.0, 0.1], [0.1, -0.1, -0.1], [0.1, 0.1, 0.0], [0.0, 0.0, 0.0], [0.0, 0.0, 0.0], [0.0, 0.1, 0.0], [-0.2, 0.3, 0.1], [0.0, 0.0, -0.2], [0.0, 0.0, 0.0], [0.1, 0.0, 0.0], [0.1, 0.0, -0.1], [0.0, 0.0, 0.0], [0.0, 0.0, 0.1], [0.1, -0.1, -0.2], [0.1, 0.6, -0.1], [0.0, 0.0, 0.1], [-0.1, 0.1, -0.1], [0.0, 0.0, 0.0], [0.1, 0.0, 0.0], [-0.1, 0.1, 0.0], [0.1, 0.0, -0.1], [-0.1, 0.0, 0.1], [-0.2, -0.3, 0.2], [-0.2, 0.0, 0.0], [0.0, 0.0, -0.1], [0.0, 0.0, 0.0], [0.1, -0.3, 0.0], [0.0, 0.0, 0.0], [-0.1, 0.0, 0.0], [0.0, 0.0, 0.1], [0.0, 0.0, 0.0], [0.1, 0.0, 0.0], [0.1, -0.1, 0.0], [-0.1, 0.0, 0.0], [0.0, 0.0, 0.0], [0.0, 0.0, -0.2], [0.0, 0.0, 0.0], [0.0, 0.0, 0.0], [0.2, 0.1, -0.1], [0.0, 0.0, 0.0], [-0.1, -0.1, 0.0], [0.0, 0.0, -0.1], [0.1, -0.1, 0.1], [-0.1, 0.1, 0.2], [0.0, 0.1, 0.0], [0.0, 0.0, 0.0], [0.0, 0.0, 0.0], [0.1, 0.0, -0.2], [0.0, 0.1, 0.0], [0.1, -0.2, 0.0], [0.2, 0.2, 0.0], [-0.1, 0.0, 0.1], [0.0, -0.1, 0.0]]}

---

# 2
{"formula": "C15H28AsFNO4PdSSi", "method": "ωB97M-V/def2-TZVPD", "total_charge": -1, "e_tot_ev": -111440.02660, "spin_multiplicity": 3, "gap_ev": [7.7, 6.3], "relative_energy_kj_mol": 0.00, "homo_energy_ev": [-4.73, -4.64], "s_squared": 2.008, "species": ["Pd", "As", "S", "Si", "F", "O", "O", "O", "O", "N", "C", "C", "C", "C", "C", "C", "C", "C", "C", "C", "C", "C", "C", "C", "C", "H", "H", "H", "H", "H", "H", "H", "H", "H", "H", "H", "H", "H", "H", "H", "H", "H", "H", "H", "H", "H", "H", "H", "H", "H", "H", "H", "H"], "xyz": [[0.2485, -0.9380, 0.6286], [-1.0873, 1.2194, 1.5938], [-0.5484, -2.1824, 2.5225], [-0.4720, -1.3118, -2.0785], [2.8643, -1.0680, 0.6072], [-1.6273, -1.7092, 1.5724], [-1.1129, -2.8636, 3.6600], [0.3795, -3.0111, 1.7132], [0.1948, -0.9404, 2.9125], [0.9447, -0.6573, -1.3644], [-3.5393, 0.4659, 3.0681], [3.2563, -1.0418, -0.6943], [2.7521, -0.8400, -2.9953], [0.4119, 2.3356, 2.3151], [2.2576, -0.8690, -1.6719], [-0.3756, -1.5340, -3.9728], [-1.6783, 3.5112, -0.2602], [-2.1295, 1.0250, 3.2626], [4.0954, -0.9951, -3.2840], [5.0323, -1.1703, -2.2752], [-0.9538, -3.0520, -1.4817], [-2.1673, 2.8422, 1.0211], [4.5962, -1.1850, -0.9567], [1.7896, 1.7445, 2.0139], [-1.8714, -0.0723, -1.7370], [-1.9532, -3.3065, -1.8464], [-2.5623, 0.0065, -2.5805], [-2.4331, -0.3848, -0.8542], [4.4212, -0.9665, -4.3176], [-4.1144, 1.0730, 2.3639], [1.9180, 1.6107, 0.9370], [1.8883, 0.7770, 2.4974], [-1.5516, 0.3637, 3.9010], [-3.2076, 2.5322, 0.9094], [6.0817, -1.3005, -2.5041], [-2.1110, 3.5391, 1.8601], [-0.6045, 3.7071, -0.2150], [-4.0799, 0.4494, 4.0166], [-0.9745, -3.1072, -0.3964], [2.0341, -0.6860, -3.7893], [2.5954, 2.3894, 2.3735], [-1.8668, 2.8774, -1.1260], [-0.1676, -0.5926, -4.4885], [0.4074, -2.2499, -4.2355], [-3.4776, -0.5490, 2.6860], [-1.3245, -1.9225, -4.3515], [5.2911, -1.3036, -0.1353], [0.2639, 2.4382, 3.3914], [-2.1724, 2.0153, 3.7228], [-1.4438, 0.9096, -1.5406], [-2.1928, 4.4618, -0.4218], [-0.2550, -3.8112, -1.8406], [0.3313, 3.3276, 1.8653]], "atomic_forces_ev_per_a": [[0.5, 1.4, 0.1], [-0.1, 1.7, 0.3], [-0.6, -1.9, 1.7], [-0.5, -0.2, -1.0], [-0.1, 0.0, 0.2], [0.1, 0.1, -0.5], [0.0, 0.1, -0.1], [0.1, -0.2, -0.1], [0.2, 0.3, -0.3], [-0.5, -0.3, 0.2], [0.2, 0.1, -0.1], [-0.2, 0.0, -0.1], [-0.1, 0.0, 0.2], [0.1, -0.3, -0.1], [0.3, -0.1, -0.2], [0.1, 0.2, 0.2], [0.0, -0.1, 0.1], [-0.1, -0.3, -0.1], [0.1, 0.0, -0.1], [0.0, 0.0, 0.0], [0.1, 0.4, 0.0], [0.3, -0.5, -0.3], [0.1, 0.0, -0.1], [-0.2, 0.1, 0.0], [0.1, -0.4, 0.0], [0.0, 0.0, -0.1], [0.0, -0.1, 0.0], [-0.1, 0.1, 0.0], [0.0, 0.0, 0.0], [0.0, -0.1, 0.0], [0.1, 0.0, 0.0], [0.1, -0.1, 0.0], [0.1, 0.0, 0.1], [0.0, 0.0, 0.0], [0.0, 0.0, 0.0], [0.0, -0.1, 0.1], [0.0, 0.1, -0.1], [0.0, 0.0, 0.0], [-0.1, -0.1, 0.1], [0.1, 0.0, 0.0], [0.0, 0.0, 0.0], [0.0, 0.1, 0.0], [0.0, 0.0, 0.0], [0.0, 0.0, 0.0], [-0.1, -0.1, 0.0], [0.0, 0.0, 0.1], [-0.1, 0.0, 0.0], [-0.1, 0.0, 0.0], [0.1, 0.0, -0.1], [0.0, 0.0, 0.0], [0.0, 0.0, 0.0], [0.0, 0.1, -0.1], [-0.1, 0.0, 0.0]]}

---

# 3
{"formula": "C15H28BClF2O2Si", "method": "ωB97M-V/def2-TZVPD", "e_tot_ev": -46612.83459, "spin_multiplicity": 1, "gap_ev": 6.0, "homo_energy_ev": -8.10, "species": ["Cl", "Si", "F", "F", "O", "O", "C", "C", "C", "C", "C", "C", "C", "C", "C", "C", "C", "C", "C", "C", "C", "B", "H", "H", "H", "H", "H", "H", "H", "H", "H", "H", "H", "H", "H", "H", "H", "H", "H", "H", "H", "H", "H", "H", "H", "H", "H", "H", "H", "H"], "xyz": [[2.8475, 2.6327, 1.6063], [-2.5207, -0.9416, 0.7894], [0.3432, 3.5450, 0.7541], [-0.0243, 2.3858, -1.1599], [3.3779, -0.8493, -0.6584], [1.9413, 5.5867, 3.3690], [2.6920, 1.4974, -0.9777], [-4.0428, -2.0905, -1.4185], [-2.2643, -2.7468, 1.4250], [-3.6926, -1.4314, -3.8490], [3.9060, 0.4820, -0.8721], [-4.3717, -2.2342, -2.8452], [-2.6840, -0.4204, -3.4885], [-0.8184, -0.1037, 0.8987], [0.3035, 2.1942, 0.2087], [-3.0116, -1.1143, -1.0434], [4.4250, -1.5905, -0.0081], [-3.8638, -0.1738, 1.8938], [4.1616, -3.1397, -0.0626], [-2.3740, -0.2974, -2.0752], [-0.8494, 1.4739, 0.9735], [1.8081, 1.5594, 0.4095], [2.1212, 4.8151, 2.7704], [4.4612, -1.2356, 1.0607], [-1.8320, 1.9309, 0.6558], [-5.1290, -2.9875, -3.1486], [1.2787, 6.1920, 2.9760], [-3.2722, -3.2364, 1.3882], [5.3813, -1.3847, -0.5628], [-1.6174, 0.4497, -1.7471], [-3.5653, -0.3371, 2.9708], [3.1392, 2.4989, -1.2250], [-4.5735, -2.7181, -0.6679], [-1.8150, -2.7330, 2.4470], [-3.9331, -1.5550, -4.9294], [-4.0729, 0.9089, 1.7078], [4.6662, 0.7918, -0.1100], [-1.6181, -3.2510, 0.6590], [-0.1950, -0.5146, 0.0586], [3.8319, -3.5174, 0.9359], [2.7677, 6.0582, 3.5978], [2.0996, 1.1677, -1.8695], [-0.3497, -0.4581, 1.8625], [-4.8360, -0.7367, 1.7778], [-0.7291, 1.7510, 2.0594], [-2.1740, 0.1916, -4.2699], [5.1034, -3.6919, -0.3260], [3.4047, -3.3992, -0.8453], [1.8383, 0.4650, 0.8704], [4.4259, 0.4399, -1.8781]], "atomic_forces_ev_per_a": [[0.4, 1.1, 1.1], [0.4, -0.8, 0.1], [-0.7, -0.6, -0.7], [0.0, -0.3, 1.5], [1.4, 0.3, 0.7], [-0.1, 0.4, 0.2], [1.0, -0.3, -0.2], [1.1, 1.5, -2.3], [-0.4, 0.5, -0.8], [0.6, 0.7, 1.4], [-1.1, 0.7, -1.3], [1.4, 1.1, 0.9], [-1.4, -1.9, 1.7], [0.0, 0.3, 0.4], [0.1, 0.4, 0.7], [-1.1, -0.3, -1.6], [-0.3, -0.7, -0.3], [-0.5, -0.1, 0.5], [0.2, 0.1, 0.1], [-0.9, -0.8, -0.5], [0.0, 0.4, -0.1], [0.3, -0.4, -1.8], [0.2, -1.2, -0.7], [0.4, -0.3, -0.9], [0.9, -0.5, 0.1], [0.6, 0.7, 0.2], [0.1, -0.2, 0.0], [0.9, 0.2, 0.4], [-0.6, -0.1, 0.7], [-0.6, -0.6, -0.4], [-0.2, 0.4, -1.0], [-0.4, -0.7, 0.1], [0.6, 0.6, -0.6], [-0.4, -0.3, -0.8], [0.1, 0.0, 1.0], [0.2, -0.9, 0.2], [-0.8, -0.4, -0.3], [-0.4, 0.3, 0.9], [-0.4, 0.5, 0.7], [0.1, 0.2, -0.9], [-0.1, -0.1, -0.1], [0.3, 0.3, 0.7], [-0.3, 0.2, -1.1], [0.9, 0.6, 0.0], [0.0, -0.1, -1.1], [-0.5, -0.6, 0.9], [-0.8, 0.5, 0.3], [0.5, 0.4, 0.7], [-0.4, -0.1, 0.5], [-0.2, 0.2, 1.0]]}

---

# 4
{"formula": "C15H28BeN4O4Si", "method": "ωB97M-V/def2-TZVPD", "e_tot_ev": -38442.53381, "spin_multiplicity": 1, "gap_ev": 8.9, "homo_energy_ev": -8.49, "species": ["Si", "O", "O", "O", "O", "N", "N", "N", "N", "C", "C", "C", "C", "C", "C", "C", "C", "C", "C", "C", "C", "C", "C", "C", "Be", "H", "H", "H", "H", "H", "H", "H", "H", "H", "H", "H", "H", "H", "H", "H", "H", "H", "H", "H", "H", "H", "H", "H", "H", "H", "H", "H", "H"], "xyz": [[7.4813, 11.5804, 10.8675], [8.0408, 4.7151, 12.0124], [9.3791, 6.3016, 11.2656], [11.6393, 7.4996, 11.6352], [12.1336, 8.9223, 8.7089], [8.2712, 6.6199, 8.7518], [10.1373, 7.8901, 9.1880], [11.3252, 5.4433, 13.7763], [9.2039, 8.0090, 7.1440], [13.9547, 7.2249, 11.4477], [5.9069, 11.3971, 11.7494], [10.9895, 8.6161, 8.4224], [7.1248, 11.4802, 8.9990], [8.1350, 7.7757, 6.1735], [9.2931, 9.2288, 11.3656], [8.9602, 6.1430, 13.6675], [12.5419, 6.8473, 11.1019], [9.1354, 7.5190, 8.4163], [10.0450, 5.2956, 14.4143], [8.5514, 10.2014, 11.2836], [12.3092, 5.7228, 10.1745], [8.7608, 5.6713, 12.2332], [8.3306, 13.2320, 11.2105], [10.3136, 8.9501, 7.0797], [10.0675, 7.6607, 11.0333], [6.3597, 12.1474, 8.6965], [7.5422, 6.3543, 8.1353], [13.9997, 7.7540, 12.3793], [7.1508, 7.5546, 6.6269], [8.3824, 6.9558, 5.4613], [5.1733, 12.1413, 11.4334], [8.0388, 11.5849, 8.3767], [11.9929, 4.8511, 14.1617], [9.2444, 7.2113, 13.6245], [8.8610, 13.3246, 12.1723], [6.0374, 11.4317, 12.9076], [11.0197, 8.7644, 6.2156], [7.5979, 14.0435, 11.2210], [11.2846, 5.4906, 10.0283], [12.7757, 4.8345, 10.5786], [14.3273, 7.8864, 10.5922], [11.6185, 6.4004, 13.9396], [6.7612, 10.4634, 8.8287], [9.0391, 13.4155, 10.4395], [8.0836, 6.0966, 14.2344], [14.5839, 6.3420, 11.4207], [5.5134, 10.4121, 11.5018], [9.6923, 4.2747, 14.3690], [7.9125, 8.7181, 5.6306], [10.0092, 5.4690, 15.4958], [9.9264, 9.9535, 7.0704], [8.2785, 6.3528, 9.7304], [12.8527, 5.7482, 9.2433]], "atomic_forces_ev_per_a": [[1.0, 0.8, -0.7], [0.0, 0.0, -0.1], [-0.6, -0.3, 0.1], [0.5, 0.0, -0.7], [-0.6, -0.1, -0.1], [-1.0, -0.6, 1.0], [0.4, -0.4, 1.1], [-0.9, 1.4, -0.7], [-1.1, -0.4, 0.3], [0.1, 0.1, -1.8], [-0.7, 0.0, 2.2], [1.3, 0.9, -0.2], [1.2, -1.0, 0.5], [-0.1, 0.6, -0.6], [-0.3, -0.2, 0.2], [2.4, 0.8, -0.4], [0.2, 0.9, 0.5], [1.0, 0.4, -2.2], [-1.6, 0.0, -0.3], [0.8, -0.7, 0.1], [0.5, -0.7, 0.0], [-0.4, -0.4, 0.3], [-0.7, -0.1, 1.1], [0.4, -1.2, -0.7], [0.1, 1.0, -0.1], [-0.7, 0.8, -0.5], [-0.5, -0.2, -0.2], [0.1, 0.3, 0.4], [0.7, 0.0, 0.2], [-0.1, 0.6, 0.4], [0.0, 0.0, 0.2], [-0.5, 0.2, 0.4], [1.4, -1.2, 0.9], [0.1, -0.4, 0.2], [-0.2, -0.4, -0.3], [-0.3, 0.0, -2.0], [-0.9, 0.2, 1.0], [0.0, 0.0, -0.2], [-0.9, 0.0, -0.2], [0.1, -0.3, 0.8], [-0.6, -0.7, 1.1], [0.3, 0.0, -0.2], [-0.1, -0.1, -0.1], [0.7, 0.3, -0.7], [-1.6, -0.3, 0.5], [0.2, -0.1, 0.2], [-0.1, -0.1, 0.1], [0.1, -0.5, -0.4], [0.5, -0.6, 0.1], [0.2, 0.7, 0.0], [0.1, 0.7, -0.1], [0.0, -0.5, 0.2], [0.1, 0.8, -0.5]]}